1.
The following is a DFT calculation (ωB97M-V/def2-TZVPD) of a structure of composition C21H48Cl3GeN10Pd.

Kohn-Sham gap (spin up / spin down): 0.3418 / 0.2081 hartree
total charge: +4
lowest unoccupied orbital energy (spin up / spin down): -9.45 / -13.69 eV
E_HOMO (spin up / spin down): -18.8 / -19.4 eV
max |F|: 0.77 eV/Å
multiplicity: 6
<S²>: 8.807
E_tot: -4960.4034 Eh

Geometry (Å):
Pd (-0.368, 0.242, -0.100)
C (-1.557, -1.895, -5.579)
N (-0.676, -1.277, -4.607)
C (0.740, -1.297, -4.880)
C (-1.213, -0.696, -3.398)
N (-0.791, -1.051, -2.240)
C (0.147, -2.127, -1.965)
C (-0.241, -2.793, -0.655)
N (-0.306, -1.866, 0.525)
C (-1.574, -2.161, 1.248)
C (-1.899, -1.165, 2.341)
N (-1.968, 0.167, 1.788)
C (-2.608, 1.143, 2.620)
N (-2.053, 1.450, 3.783)
C (-2.818, 1.895, 4.968)
C (-0.627, 1.250, 4.040)
N (-3.681, 1.711, 2.108)
C (-4.488, 1.063, 1.069)
C (-4.243, 2.986, 2.589)
C (0.841, -2.110, 1.444)
C (2.232, -1.926, 0.853)
N (2.550, -0.534, 0.581)
C (3.804, -0.165, 0.647)
N (3.988, 1.217, 0.455)
C (5.160, 1.721, -0.228)
C (3.145, 2.179, 1.128)
N (4.907, -0.893, 0.895)
C (6.017, -0.353, 1.685)
C (5.221, -2.143, 0.187)
N (-2.250, 0.126, -3.586)
C (-3.146, 0.378, -2.469)
C (-2.434, 0.939, -4.796)
H (-1.487, -1.347, -6.524)
H (-2.578, -1.908, -5.210)
H (-1.185, -2.909, -5.760)
H (0.890, -1.024, -5.928)
H (1.108, -2.323, -4.759)
H (1.264, -0.612, -4.220)
H (1.163, -1.719, -1.912)
H (0.147, -2.915, -2.725)
H (0.447, -3.611, -0.430)
H (-1.224, -3.247, -0.783)
H (-1.547, -3.174, 1.664)
H (-2.373, -2.134, 0.505)
H (-1.140, -1.149, 3.138)
H (-2.828, -1.455, 2.850)
H (-3.882, 1.814, 4.782)
H (-2.552, 2.916, 5.237)
H (-2.552, 1.220, 5.781)
H (-0.089, 1.113, 3.101)
H (-0.468, 0.400, 4.706)
H (-0.246, 2.147, 4.528)
H (-4.021, 0.135, 0.746)
H (-4.593, 1.750, 0.231)
H (-5.473, 0.836, 1.479)
H (-3.488, 3.539, 3.139)
H (-5.121, 2.818, 3.210)
H (-4.536, 3.548, 1.705)
H (0.767, -3.140, 1.812)
H (0.743, -1.449, 2.307)
H (2.353, -2.520, -0.056)
H (2.941, -2.341, 1.577)
H (5.885, 2.102, 0.500)
H (4.849, 2.557, -0.855)
H (5.615, 0.933, -0.821)
H (2.242, 1.684, 1.470)
H (2.917, 2.997, 0.447)
H (3.698, 2.586, 1.982)
H (5.658, 0.426, 2.355)
H (6.819, 0.031, 1.052)
H (6.415, -1.168, 2.288)
H (4.458, -2.365, -0.550)
H (5.314, -2.968, 0.893)
H (6.171, -2.017, -0.333)
H (-3.511, -0.569, -2.071)
H (-3.987, 0.961, -2.837)
H (-2.643, 0.944, -1.675)
H (-3.282, 0.584, -5.381)
H (-1.531, 0.926, -5.404)
H (-2.608, 1.969, -4.492)
Cl (0.238, 4.352, 1.134)
Ge (-0.884, 2.887, 0.108)
Cl (-2.532, 3.775, -0.893)
Cl (0.448, 2.101, -1.558)

Cartesian forces (eV/Å) of the 6 atoms listed first:
Pd -0.304 -0.282 -0.018
C 0.054 -0.028 0.240
N -0.027 0.014 -0.265
C -0.075 0.086 0.076
C -0.213 0.000 0.123
N 0.169 0.110 0.191

***

2.
The following is a DFT calculation (ωB97M-V/def2-TZVPD) of a cluster of 2 separate species, C3H6NO in total at a distorted geometry.

Kohn-Sham gap (spin up / spin down): 0.2819 / 0.2661 hartree
total charge: +1
lowest unoccupied orbital energy (spin up / spin down): -4.96 / -5.66 eV
E_HOMO (spin up / spin down): -12.6 / -12.9 eV
max |F|: 4.40 eV/Å
E_tot: -247.3119 Eh

Geometry (Å):
C (-1.131, -0.483, 1.415)
C (0.203, 0.549, -0.120)
C (2.289, -0.376, -1.103)
N (-2.245, 0.493, 1.309)
O (1.187, -0.151, -0.241)
H (2.317, 0.342, -2.018)
H (2.273, -1.500, -1.481)
H (3.226, -0.266, -0.565)
H (-2.270, 0.790, 2.281)
H (-3.211, 0.084, 1.173)
H (-1.927, 1.202, 0.552)

Cartesian forces (eV/Å) of the 6 atoms listed first:
C 1.373 0.029 -1.454
C -0.121 -1.202 0.599
C 1.863 -1.170 -3.815
N -0.435 -0.044 -0.865
O -1.340 0.007 1.104
H -0.467 -1.204 1.750

***

3.
The following is a DFT calculation (ωB97M-V/def2-TZVPD) of an isolated molecule of CH2F2N2 at a distorted geometry.

Kohn-Sham gap: 0.4047 hartree
lowest unoccupied orbital energy: 0.96 eV
E_HOMO: -10.0 eV
max |F|: 4.94 eV/Å
E_tot: -348.3551 Eh

Geometry (Å):
C (0.660, 0.379, 0.054)
N (-0.616, -0.106, -0.287)
N (1.242, 1.551, 0.109)
F (-0.797, -1.464, -0.004)
F (2.503, 1.314, 0.461)
H (1.380, -0.616, 0.079)
H (-1.347, 0.400, 0.039)

Cartesian forces (eV/Å) of the 6 atoms listed first:
C 2.923 -3.359 -0.374
N 3.397 0.140 -1.576
N -4.630 -1.652 -0.474
F 0.345 0.970 0.276
F 2.682 -0.157 0.437
H -1.630 2.691 0.351

***

4.
The following is a DFT calculation (ωB97M-V/def2-TZVPD) of an isolated molecule of C23H30N4O4S at a distorted geometry.

Kohn-Sham gap: 0.3334 hartree
lowest unoccupied orbital energy: 0.60 eV
E_HOMO: -8.5 eV
max |F|: 1.09 eV/Å
E_tot: -1812.7001 Eh

Geometry (Å):
C (-0.609, -0.601, -2.455)
H (-0.869, -1.596, -2.102)
H (-1.009, -0.473, -3.457)
H (-1.067, 0.133, -1.798)
C (0.899, -0.416, -2.484)
H (1.163, 0.562, -2.909)
O (1.384, -0.500, -1.151)
C (2.720, -0.625, -0.943)
C (3.690, -0.566, -1.938)
C (5.028, -0.745, -1.629)
C (5.424, -0.988, -0.328)
C (4.471, -1.032, 0.674)
C (3.130, -0.853, 0.383)
N (2.182, -0.825, 1.440)
C (1.183, -1.713, 1.594)
O (0.311, -1.547, 2.442)
C (1.244, -2.948, 0.715)
H (2.170, -3.481, 0.945)
C (0.040, -3.872, 0.929)
C (-1.201, -3.264, 0.308)
O (-1.556, -3.479, -0.835)
N (-1.891, -2.433, 1.132)
C (-3.027, -1.784, 0.735)
N (-3.702, -0.993, 1.498)
C (-4.783, -0.498, 0.846)
C (-4.933, -0.914, -0.435)
S (-3.661, -1.996, -0.881)
H (-5.704, -0.657, -1.133)
H (-5.434, 0.173, 1.377)
H (-1.469, -2.159, 2.019)
H (-0.117, -4.037, 1.996)
H (0.230, -4.825, 0.435)
H (1.281, -2.650, -0.332)
C (2.260, 0.318, 2.336)
C (1.561, 1.562, 1.761)
O (2.156, 2.605, 1.583)
N (0.264, 1.357, 1.498)
H (-0.144, 0.466, 1.743)
C (-0.630, 2.373, 0.965)
C (-2.030, 1.779, 0.853)
C (-3.008, 2.795, 0.270)
C (-2.527, 3.276, -1.095)
C (-1.131, 3.880, -0.980)
C (-0.147, 2.869, -0.400)
H (0.837, 3.322, -0.284)
H (-0.051, 2.015, -1.072)
H (-1.171, 4.757, -0.330)
H (-0.784, 4.208, -1.962)
H (-3.222, 4.017, -1.494)
H (-2.505, 2.432, -1.789)
H (-3.091, 3.648, 0.947)
H (-3.995, 2.337, 0.181)
H (-2.377, 1.444, 1.832)
H (-1.989, 0.904, 0.199)
H (-0.638, 3.224, 1.660)
H (3.307, 0.569, 2.511)
H (1.778, 0.042, 3.278)
H (4.764, -1.210, 1.698)
H (6.466, -1.134, -0.090)
H (5.762, -0.690, -2.418)
H (3.411, -0.363, -2.959)
H (1.356, -1.203, -3.098)

Cartesian forces (eV/Å) of the 6 atoms listed first:
C 0.462 0.003 0.150
H -0.023 -0.049 0.003
H -0.067 0.029 -0.120
H -0.090 0.083 0.039
C -0.272 0.051 -0.449
H 0.055 -0.126 0.048